114
Properties=species:S:1:pos:R:3:forces:R:3 method="wB97M-V/def2-TZVPD" charge=-4 lumo_ev=1.95 spin_multiplicity=1 homo_lumo_gap_ev=5.55 e_homo_ev=-3.60
Li -4.0074 -4.1227 -1.0550 -0.169 -0.038 -0.046
Li 4.7508 -0.5031 -0.6252 0.232 0.073 0.366
Li 2.3370 -1.5741 -3.3679 -0.356 -0.230 -0.208
N -1.3663 10.7436 0.8020 -1.454 1.571 -4.326
S -2.1949 11.5099 -0.5385 -3.029 2.261 1.068
O -3.5104 10.9315 -0.8322 2.465 0.879 0.606
O -1.4206 12.1230 -1.5901 -0.342 -1.446 0.077
F -2.5014 12.8720 0.2438 -0.685 -0.184 0.824
S -0.5270 9.9078 -0.2540 3.250 -6.105 -0.914
O 0.6280 10.5461 -0.9147 -2.028 -1.238 1.611
O -1.2450 8.8330 -1.0491 1.494 3.643 1.692
F 0.0905 8.9438 0.9270 0.332 0.745 -0.669
N 1.2092 -0.2173 -0.1363 -0.294 3.468 -2.328
S 0.4159 1.2873 -0.4003 1.392 3.737 -1.888
O 0.7684 2.3297 0.5364 -0.717 -1.472 -0.848
O -0.8782 1.2357 -1.0436 1.568 -0.280 1.216
F 1.3939 1.6377 -1.5863 0.711 0.089 -1.285
S 0.0954 -0.5728 0.8256 -4.670 -7.847 6.893
O -1.1192 -1.2693 0.3432 2.100 2.293 -0.048
O 0.0018 0.1929 2.0575 -0.514 0.670 -1.990
F 0.8076 -1.8364 1.4657 1.080 -0.966 -0.219
N 8.5998 -3.8023 4.8254 -3.998 1.240 -2.001
S 7.2088 -3.3502 3.9287 -2.916 -2.976 -1.636
O 7.3332 -2.6349 2.6656 0.384 0.031 1.827
O 5.9508 -3.1573 4.6538 2.516 -0.063 -0.535
F 7.1348 -4.8275 3.3868 -0.737 -0.781 -0.194
S 9.0462 -2.3419 4.9855 6.547 3.176 3.410
O 8.4440 -1.4949 5.9965 -0.918 -0.309 -1.631
O 9.7203 -1.7392 3.8484 -1.304 -0.233 0.920
F 10.3289 -2.8072 5.8973 0.434 -0.007 -0.207
N -1.7143 -6.7649 -2.0918 2.613 -1.053 1.701
S -0.6399 -6.6602 -3.2482 0.449 2.399 -4.561
O -0.0678 -7.9145 -3.6395 1.396 0.016 1.262
O 0.0980 -5.3859 -3.3288 -0.847 -2.274 0.636
F -1.5614 -6.5350 -4.5354 -1.217 0.868 0.208
S -0.6305 -7.5279 -1.0047 -0.214 -0.317 3.878
O 0.6546 -6.8782 -0.7277 -1.932 -0.839 -1.520
O -0.7061 -8.9656 -0.9164 0.073 1.163 -1.048
F -1.4268 -7.1353 0.3337 -0.366 0.339 -0.554
N -6.9862 -3.7537 1.2849 -1.519 -3.446 -0.816
S -6.5571 -3.6255 2.7565 0.776 4.801 4.260
O -5.5785 -4.5227 3.2731 0.210 -0.389 -0.265
O -7.6612 -3.2402 3.5946 0.541 -0.294 0.198
F -5.7720 -2.2183 2.6382 0.097 -0.656 -0.437
S -7.6793 -5.2809 1.5342 0.850 -4.605 -3.935
O -8.3315 -5.6937 2.7386 0.256 1.028 0.104
O -6.8266 -6.3624 0.9460 -1.538 2.993 0.877
F -8.9121 -5.1886 0.5300 0.471 0.566 -0.108
N -7.6009 -1.7040 -4.2947 1.393 -3.815 -2.403
S -6.1264 -1.1473 -4.5105 1.771 5.117 2.026
O -5.9289 -0.2711 -5.6838 0.037 -2.518 1.773
O -5.0452 -1.9248 -3.8990 -1.045 0.832 -1.833
F -6.3159 -0.0088 -3.3468 0.097 -0.313 -0.577
S -7.2540 -3.2303 -5.0350 -1.986 -3.108 1.498
O -6.4838 -4.1745 -4.2072 -0.999 1.996 -1.579
O -7.0957 -3.2381 -6.4700 0.467 0.596 1.086
F -8.7215 -3.9282 -4.9008 0.379 1.093 0.134
N 5.8547 -1.8010 -3.6783 -0.970 -4.978 0.531
S 6.7921 -1.0953 -4.6056 5.380 7.670 -2.967
O 6.4870 -1.1246 -6.0336 0.300 -0.019 2.177
O 8.2278 -0.9775 -4.2239 -3.309 -0.940 -1.013
F 6.2468 0.3416 -4.0255 -0.002 0.373 -0.753
S 6.3973 -3.3537 -4.1298 -2.306 -4.613 0.343
O 7.6448 -3.7325 -3.5534 -0.205 0.693 -0.398
O 6.0387 -3.9250 -5.4443 0.576 2.119 2.785
F 5.3302 -4.0188 -3.1306 -0.049 -0.057 -0.301
C -2.3234 4.2356 4.9575 0.200 0.477 -1.366
O -3.5160 4.0988 4.1874 -1.351 -0.424 0.253
C -4.0996 5.1780 3.6384 1.267 2.265 0.841
O -4.0054 6.3456 4.0717 -0.557 -3.033 -1.335
O -4.6850 4.7351 2.5298 0.459 -0.496 0.336
C -5.2881 5.5817 1.5773 -1.669 0.711 0.934
H -1.9078 3.2337 5.0657 -0.296 0.074 0.189
H -2.4413 4.7595 5.9060 -0.097 0.030 -0.179
H -1.7180 4.7585 4.2171 0.887 0.348 0.872
H -4.6269 6.3342 1.1477 0.121 -0.481 -0.225
H -6.1097 6.0979 2.0739 0.119 0.587 0.236
H -5.8716 4.9322 0.9247 0.929 -0.055 -0.552
C -0.3037 -4.6843 7.2437 -0.121 -0.151 0.258
O -1.0450 -3.4501 6.9940 0.088 0.219 1.862
C -1.5052 -2.7393 8.0595 -1.727 1.326 1.871
O -1.4971 -2.9384 9.2841 0.785 -0.631 -2.950
O -2.1598 -1.6240 7.5781 1.107 -1.383 -1.734
C -2.9888 -0.7965 8.3555 -0.019 -0.180 1.409
H -0.6791 -5.2845 8.0726 -0.586 0.361 0.021
H 0.7475 -4.5388 7.4925 -0.022 0.632 -0.296
H -0.3807 -5.2822 6.3356 -0.056 0.355 -0.002
H -3.5968 -0.1188 7.7563 0.397 -0.384 -0.592
H -2.3947 -0.1817 9.0316 0.116 -0.028 0.087
H -3.6747 -1.3885 8.9615 0.040 -0.127 0.058
C 7.2550 5.3021 0.1036 0.136 -1.251 -0.990
O 6.8154 5.1922 1.4199 -0.482 -1.302 2.049
C 6.3263 3.9892 1.9569 0.973 -0.151 -2.341
O 6.2683 2.8801 1.4187 0.074 2.669 0.912
O 5.9691 4.3207 3.1703 0.597 2.250 -1.271
C 5.2720 3.4382 3.9115 -1.293 -2.589 2.554
H 7.9846 4.5333 -0.1512 -0.154 -0.410 0.018
H 7.8148 6.2225 -0.0624 -0.649 0.309 0.378
H 6.3677 5.1815 -0.5178 0.323 0.341 -0.538
H 4.7400 3.8963 4.7453 0.210 0.789 -0.246
H 5.9904 2.7868 4.4091 -0.220 -0.624 -0.194
H 4.4865 2.8874 3.3940 0.405 -0.151 -0.425
C -1.8390 -1.6239 -9.7179 -0.820 2.107 -1.771
O -1.0847 -1.4035 -8.5699 2.572 -0.651 2.040
C 0.0480 -0.5660 -8.5184 -1.690 -0.781 5.852
O 0.7228 -0.3973 -7.4656 -1.796 -1.375 -3.742
O -0.0187 0.2230 -9.5002 1.188 2.125 -3.156
C 0.7736 1.4264 -9.5421 0.046 0.657 -0.040
H -2.5496 -0.8072 -9.8451 -0.037 0.610 0.196
H -2.5657 -2.4361 -9.7366 1.092 -0.818 0.690
H -1.2265 -1.5054 -10.6117 0.034 -0.814 -0.116
H 0.8961 1.6983 -10.5905 -0.238 -0.195 0.054
H 1.7667 1.4127 -9.0929 -0.194 -0.801 0.178
H 0.2151 2.2101 -9.0304 -0.096 -0.083 -0.033

15
Properties=species:S:1:pos:R:3:forces:R:3 method="wB97M-V/def2-TZVPD" de_lowest_kcal_mol=88.5 charge=+1 lumo_ev=-3.36 spin_multiplicity=1 homo_lumo_gap_ev=12.10 e_homo_ev=-15.46
C 2.3781 -0.3179 -0.4277 -1.700 0.845 2.703
C 1.1947 0.1025 -0.8096 -1.783 -0.915 1.296
N -0.1532 0.2940 0.1255 -2.180 2.388 0.476
C -1.3483 0.0329 -0.8685 1.222 -1.276 -1.493
C -0.8410 -0.0901 1.6085 4.670 1.303 -0.437
H 3.2076 -0.5208 -1.0164 1.044 -0.202 -1.520
H 2.5706 -0.3941 0.6471 -0.054 -0.123 -0.283
H 0.7547 0.1246 -1.7886 0.413 0.352 -0.318
H -0.2582 1.3147 0.5213 0.997 -1.738 -2.409
H -1.3836 0.7859 -1.7260 -0.412 -0.271 1.863
H -1.0305 -0.8720 -1.5295 -0.689 0.995 1.754
H -2.2812 -0.2157 -0.2674 1.189 0.718 -1.285
H -1.0346 -1.1180 1.6714 0.085 -1.382 0.314
H -0.0592 0.3900 2.3283 -1.723 -1.418 -0.880
H -1.7160 0.4842 1.5316 -1.078 0.724 0.218

12
Properties=species:S:1:pos:R:3:forces:R:3 method="wB97M-V/def2-TZVPD" de_lowest_kcal_mol=22.5 lumo_ev=0.86 spin_multiplicity=1 homo_lumo_gap_ev=10.57 e_homo_ev=-9.71
O -0.6104 1.7290 -1.5722 0.118 -0.360 0.357
C -0.3076 0.8088 -0.8679 -0.070 0.098 -0.283
C -1.1682 -0.2349 -0.1402 0.003 -0.521 -0.567
C -0.4359 -0.3362 1.1627 0.305 -0.142 0.077
C 0.8615 -0.0648 0.9534 -0.179 -0.258 0.150
C 1.0655 0.2295 -0.5012 0.030 -0.527 -0.563
H -0.8022 -1.1139 -0.7683 -1.199 0.366 0.630
H -2.2564 -0.1612 -0.1525 0.259 0.189 0.025
H -0.8871 -0.6738 2.0895 0.081 0.149 -0.120
H 1.6660 -0.1403 1.6770 -0.168 0.097 -0.078
H 1.9795 0.7191 -0.8401 -0.290 0.067 0.121
H 0.8954 -0.7612 -1.0403 1.110 0.841 0.250

What did the third record say?
12
Properties=species:S:1:pos:R:3:forces:R:3 method="wB97M-V/def2-TZVPD" de_lowest_kcal_mol=22.5 lumo_ev=0.86 spin_multiplicity=1 homo_lumo_gap_ev=10.57 e_homo_ev=-9.71
O -0.6104 1.7290 -1.5722 0.118 -0.360 0.357
C -0.3076 0.8088 -0.8679 -0.070 0.098 -0.283
C -1.1682 -0.2349 -0.1402 0.003 -0.521 -0.567
C -0.4359 -0.3362 1.1627 0.305 -0.142 0.077
C 0.8615 -0.0648 0.9534 -0.179 -0.258 0.150
C 1.0655 0.2295 -0.5012 0.030 -0.527 -0.563
H -0.8022 -1.1139 -0.7683 -1.199 0.366 0.630
H -2.2564 -0.1612 -0.1525 0.259 0.189 0.025
H -0.8871 -0.6738 2.0895 0.081 0.149 -0.120
H 1.6660 -0.1403 1.6770 -0.168 0.097 -0.078
H 1.9795 0.7191 -0.8401 -0.290 0.067 0.121
H 0.8954 -0.7612 -1.0403 1.110 0.841 0.250